Entry 1:
C38H50Cl2NOP3Pd | ωB97M-V/def2-TZVPD

Values from the calculation:
charge = +2
expectation value of S² = 6.02
HOMO (alpha / beta) = -10.3 / -12.7 eV
multiplicity = 5

```
96
Properties=species:S:1:pos:R:3:lowdin_spin:R:1
Cl -1.7094 4.0891 -1.0911 0.46
H -0.7251 1.0728 3.4701 0.00
H 2.4596 4.3436 -2.7944 0.00
H -3.4752 1.5864 3.8849 0.00
H -3.9546 2.1011 -3.8818 0.01
P 0.3320 -2.7906 -0.4842 0.02
H -2.5636 0.2159 4.6102 0.00
H 3.9065 2.7214 0.7910 0.00
H 0.0594 1.7784 -3.5578 0.00
P 3.2622 2.4901 -1.4849 0.01
C 1.4732 -2.7083 -1.8773 0.00
C -2.7584 -6.1178 -1.2281 0.00
H -0.7726 4.8932 3.7443 0.00
O 2.5036 -0.1578 -0.0010 0.01
H -0.3592 2.4738 6.5768 0.00
H -0.5390 3.4586 -3.3834 0.00
C 0.0650 0.0167 -0.3306 0.25
C 2.1687 -2.7838 3.1853 0.00
H -2.1474 3.0587 5.1250 0.00
C -3.3618 3.1667 1.4697 0.09
C 2.4827 -4.1315 3.3645 0.00
H -3.4745 -6.9300 -1.3480 0.00
H -0.1088 -2.1677 -3.2551 0.00
C 1.4513 0.3443 -0.8351 0.03
H 1.4303 -1.8535 -5.1776 0.00
C 1.5216 -2.3664 2.0206 0.00
C 3.7815 1.4633 -2.8619 0.00
H -3.6079 3.6374 -3.0013 0.00
H -4.0662 2.6573 0.8154 0.01
N -1.7765 2.0973 5.0465 0.00
H -1.5107 -1.2351 0.1152 0.01
H 1.2330 -1.3220 1.9027 0.00
C -0.8006 2.1131 3.8147 0.02
C 0.7086 2.6360 -0.3993 0.21
C -1.4348 3.0364 2.8255 0.11
Cl -3.3085 0.5384 -0.1931 0.23
C 3.1794 -2.5068 -4.0772 0.00
H -2.9365 6.1000 3.1326 0.00
H -2.8110 -0.4679 -2.4161 0.00
C 2.1538 -5.0671 2.3784 0.00
H 4.1360 4.5672 -2.1990 0.00
C 3.6806 -2.9290 -2.8429 0.00
C 1.2155 -3.2939 1.0119 0.00
H -1.2544 2.3618 -4.6235 0.01
H -1.4476 -6.8276 -2.7931 0.00
C 3.1298 4.2109 -1.9327 0.00
C 0.9635 -2.3381 -3.1351 0.00
H 4.4000 1.1497 0.1000 0.00
C -2.0878 2.6516 1.6534 0.48
H 3.2301 -3.3285 -0.7691 0.00
C -3.7149 4.3847 2.0767 0.02
C -0.6844 -5.0403 -1.8600 0.00
H 0.7969 3.7260 -0.2753 0.01
C -0.8936 -4.0599 -0.8734 0.00
H -3.5860 1.2469 5.6533 0.00
C -2.2647 0.1647 -3.1234 0.05
Pd -1.1343 1.7265 -0.0248 1.32
H -1.2807 -0.2674 -3.3403 0.00
C 2.8373 -3.0097 -1.7371 0.00
C -2.9448 1.2253 4.7717 0.00
C -2.0620 -4.0937 -0.0988 0.00
C -0.4655 -1.1940 -0.2040 0.07
C 1.8269 -2.1948 -4.2187 0.00
H 1.2429 -5.3836 0.4468 0.00
C 4.3463 2.2300 -0.0856 0.00
H 2.4113 -2.0433 3.9477 0.00
C -2.9825 -5.1310 -0.2639 0.00
H 3.8482 -2.4250 -4.9333 0.00
H 0.1559 2.4905 4.2044 0.00
H 2.9766 -4.4545 4.2801 0.00
H 5.3324 2.6535 -0.3034 0.00
H -1.9769 1.8937 7.1141 0.00
H 3.0598 1.5327 -3.6861 0.00
H 2.3840 -6.1227 2.5219 0.00
P -2.0711 1.8500 -2.4121 0.33
H -2.2316 -3.3072 0.6358 0.00
C -0.8227 2.4290 -3.6167 0.04
H 3.8666 0.4157 -2.5452 0.00
H -4.4283 2.2748 -2.1613 0.00
H -0.8311 0.7307 6.3513 0.00
H 2.4116 -1.1185 0.1438 0.00
H 1.5298 -0.0881 -1.8538 0.00
C -1.6182 -6.0643 -2.0330 0.00
H 0.2061 -5.0018 -2.4864 0.00
C 1.6549 1.8574 -0.9094 0.04
H -3.8688 -5.1673 0.3684 0.00
C -1.5640 4.4152 3.1526 0.02
H -4.7211 4.7870 1.9216 0.00
C -1.1766 1.7704 6.3694 0.00
H 2.7498 4.7953 -1.0838 0.00
C -3.6825 2.5490 -2.9148 0.03
C 1.5198 -4.6532 1.2082 0.00
H 4.7606 1.8157 -3.2108 0.00
C -2.7430 5.0716 2.8123 0.05
H 4.7318 -3.1902 -2.7332 0.00
H -2.8364 0.2665 -4.0556 0.01
```


Entry 2:
C38H50ClN7O6P2S | ωB97M-V/def2-TZVPD

Values from the calculation:
SMILES string = C#CCCCc1c(P(=O)(O)O)cc(P(CC)CC)c2c1C(=O)C(C[C@@H](C)Cl)=C(CCCCSc1nnco1)C2=O.CC#N.CC#N.CC#N.CC#N.CC#N
HOMO = -7.3 eV

```
105
Properties=species:S:1:pos:R:3:mulliken_charge:R:1
H -5.3332 -0.7175 -4.1042 0.22
H -1.1987 5.1598 -1.2651 0.20
H 5.7589 0.6354 -0.2254 0.36
O -1.1292 0.7484 5.0955 -0.79
H -3.7482 0.0334 -2.1230 0.36
C -2.6754 -0.1798 -2.0731 -0.43
H -0.6991 8.6793 -4.0259 0.27
C 2.7524 2.4528 6.3704 -0.47
H -2.5996 1.8945 -2.7126 0.38
C 6.9014 -0.6440 -1.4936 -1.36
H -4.9921 -1.9163 -5.3667 0.32
C -0.9723 7.6695 -4.3250 -0.78
H -1.1267 1.0095 -3.0206 0.31
H 3.4636 -4.4232 -2.1280 0.43
H 7.0663 -1.6175 -1.0326 0.35
H 1.6395 3.0190 8.2571 0.39
N 0.0720 -5.7160 4.7170 -0.43
C -1.8331 4.0483 0.3916 0.45
C -0.2908 6.6982 -3.4685 0.40
P -2.3451 -1.0953 -0.4887 -0.30
H -2.6602 3.0364 3.3189 0.28
H -3.7993 -1.2543 1.4991 0.49
O -2.6652 2.1330 3.6633 -0.54
S 0.7635 -6.3649 0.9639 -0.22
C 1.2925 0.4192 0.8805 0.18
H 0.1042 4.5691 -0.2323 0.29
C -1.0120 -0.3085 0.4661 1.33
H 7.6850 0.0632 -1.2200 0.38
C 2.1750 1.0390 4.3541 -0.11
C -3.9273 -0.9509 0.4591 -0.80
C 2.1545 2.7871 7.3561 -0.02
C 3.1219 -0.7343 -0.5008 1.16
N 3.7030 -1.1600 -7.6958 -0.38
H -7.1176 -0.0305 2.2895 0.23
H -6.5723 -1.9010 -4.5599 0.34
H 6.8956 -0.7008 -2.5819 0.33
C 3.1504 0.3571 -5.6441 -0.18
C 5.5408 -0.0550 -1.0369 0.51
C 2.4692 -2.5347 -2.1621 -1.98
H 2.3630 -4.5883 1.0150 0.40
H 1.2844 1.0632 4.9764 0.24
H 4.8577 -1.3025 0.5613 0.38
C 2.2038 -1.3669 -1.2391 1.04
C 0.3257 -0.2427 0.0861 -0.56
H -0.6815 7.5131 -5.3617 0.27
H 1.6026 -2.7402 -2.7917 0.44
H -2.4801 -0.8851 -2.8798 0.61
P -1.1168 1.6969 3.9759 0.79
H -0.9043 5.9282 0.3002 0.42
C -0.9009 4.9840 -0.2420 -0.99
H 2.3924 -0.1196 -5.0245 -0.01
N -0.1230 -5.3744 3.4008 -0.21
C 2.8421 -3.8451 -1.4351 -0.83
O 1.2408 -7.0993 3.4893 -0.25
C 2.6912 0.4465 0.3402 -0.11
H 0.7688 -3.9113 0.7494 0.17
N -7.5371 -1.3933 -0.5172 -0.41
C 0.9540 1.0193 2.0960 -0.19
H -8.3661 0.9156 1.4583 0.27
H 2.7757 1.3198 -5.9864 0.35
H 1.6410 2.7297 3.1394 0.31
C -1.9164 1.1541 -2.2830 -1.02
C -4.3731 0.5595 0.5053 -0.69
C -1.3424 0.2977 1.6954 -1.05
H 3.5725 2.7057 4.4871 0.30
O 0.0450 -1.0711 -2.1333 -0.62
H -5.0003 0.7880 1.3730 0.11
H 3.2744 -2.2531 -2.8494 0.54
N -2.5546 3.2996 0.8799 -0.41
H -8.7949 -0.6057 2.2633 0.33
H -3.5060 1.2248 0.5297 0.09
C 3.4602 -0.4931 -6.7947 0.21
H -2.0500 7.5490 -4.2344 0.27
H 1.2246 -7.3099 5.5696 0.41
C -5.5045 -1.7444 -4.4220 -0.84
C 0.7655 -0.8983 -1.1815 -0.32
H 1.8694 -5.7563 -1.3524 0.50
H 4.0475 0.5152 -5.0489 0.03
H 4.7720 -2.0566 -1.0246 0.43
O -0.3371 3.0639 4.3811 -0.48
H -4.9486 0.8300 -0.3841 0.35
H -1.4808 1.5644 -1.3728 0.01
C 1.4279 -4.7395 0.4755 -0.60
H 2.5425 0.0153 4.2724 0.45
C -4.9966 -2.6671 -3.4068 0.44
H -4.7230 -1.5048 -0.0367 0.50
H 3.4760 -3.6708 -0.5655 0.55
N 0.2439 5.9366 -2.7968 -0.40
C -7.7543 -0.8224 0.4540 0.46
C -0.4130 0.9544 2.4829 1.30
C 1.9802 1.7021 2.9747 -1.70
H 4.1782 1.2847 5.2919 0.38
C 0.8544 -6.7317 4.7423 0.07
C 0.5838 -6.2170 2.7114 0.49
N -4.5969 -3.3882 -2.6097 -0.41
H 0.7156 -4.4119 -1.5673 0.42
H 2.9591 1.7810 2.5115 0.88
O 3.4789 1.3482 0.5042 -0.68
C 3.2693 1.8612 5.1177 -0.72
C 1.6235 -4.7312 -1.0571 -0.85
C 4.5799 -1.1310 -0.4862 -1.53
Cl 4.7983 0.8426 -2.4070 -0.23
C -8.0251 -0.0909 1.6921 -0.83
H -2.3718 0.2762 2.0274 0.27
H -0.8990 3.8450 4.3655 0.29
```


Entry 3:
C38H50CsN10O4P2S3 | ωB97M-V/def2-TZVPD

Values from the calculation:
charge = -2
expectation value of S² = 0.77
HOMO (alpha / beta) = -0.5 / -1.7 eV
multiplicity = 2

```
108
Properties=species:S:1:pos:R:3:lowdin_spin:R:1
H 6.3099 -2.1089 -0.2606 0.00
H 2.8704 6.4060 1.4812 0.00
N -2.7849 2.6300 0.5489 0.00
P 1.2060 -0.9444 -2.8402 0.00
H 0.8572 2.0585 -4.4694 0.00
P 3.4187 -0.2802 -0.9683 0.00
O 2.8065 -0.7214 0.2929 0.00
H 1.3922 4.4063 3.7745 0.00
H 1.9117 2.1446 0.0396 0.00
H 0.8187 -3.7294 -1.6665 0.00
H -0.9232 -2.9701 -3.4204 0.00
O 2.7151 -0.9104 -2.2658 0.00
C 0.7133 3.6222 4.0828 0.00
S -0.1389 -8.5088 -0.9977 0.20
H -2.6449 -0.1530 -3.6988 0.00
H -6.2673 -1.8271 -2.1411 0.00
S 2.5879 1.9355 2.9891 0.00
C 1.5599 -3.5631 -2.4530 0.00
H 0.6812 -8.1073 2.3690 0.01
C -4.9038 -1.0399 -0.7048 0.00
C -0.9205 1.6067 4.8196 0.00
N 1.1556 -2.4989 -3.3850 0.00
H -1.4959 0.7283 5.0608 0.00
N -0.6141 3.4903 0.8233 0.00
H 6.5008 -0.4150 0.2406 0.00
N 1.2447 0.0158 -4.1712 0.00
N 3.4095 1.3591 -1.2427 0.00
N 0.9624 -8.3391 1.4249 0.07
C -0.0762 -2.8380 -4.1007 0.00
H -3.7613 2.8411 0.6537 0.00
C 0.9579 7.3407 1.1974 0.00
H -3.7519 -0.2670 5.2666 0.00
H -1.2993 -5.9860 -1.0713 0.01
H -0.3256 -2.0500 -4.8121 0.00
C 1.3453 4.9466 1.1771 0.00
H -1.9044 0.3307 -1.4181 0.00
C 0.3138 1.1159 -4.3473 0.00
N -0.6611 -3.5316 1.1602 0.14
N -3.1305 -0.1667 0.7895 0.00
C -0.8698 5.8444 0.8897 0.00
H 1.6904 -0.4297 -6.1807 0.00
C -5.4495 0.5568 4.2356 0.00
C 5.6933 -0.5297 -2.3952 0.00
H 0.4545 -3.7362 2.8781 0.00
C 1.1239 2.3017 3.8024 0.00
C 0.2379 -7.6534 0.4278 0.25
H 4.4948 3.1128 -0.9330 0.00
O 0.5224 0.0433 4.0295 0.00
H 5.4266 1.6342 -0.6632 0.00
H 2.5156 -3.3166 -1.9966 0.00
H -2.4587 -0.7088 3.2220 0.00
N 0.2588 1.3089 4.2215 0.00
C -5.9624 0.8596 2.9813 0.00
C 2.1044 2.0205 -1.0296 0.00
H 6.2600 -1.4181 -2.6911 0.00
C -5.2415 0.5993 1.8254 0.00
C 0.3820 -5.5978 1.8408 0.09
C -4.5293 -1.0112 -3.1001 0.00
C 5.7692 -1.1873 -0.0281 0.00
C -0.4858 3.9305 4.6753 0.00
C 4.4520 2.1013 -0.5233 0.00
C -1.3351 2.8900 5.0528 0.00
H -2.5573 1.6228 0.6434 0.00
Cs 0.4851 -0.6651 1.4424 0.00
C -0.8886 -5.5197 -0.1860 0.08
C 1.8155 6.2438 1.2930 0.00
H 1.3480 8.3469 1.2907 0.00
N 4.9700 -0.7847 -1.1692 0.00
C -3.2981 -0.3990 -2.8662 0.00
H 2.8654 -1.0104 -4.9941 0.00
C -4.1784 -0.0133 4.3009 0.00
H 2.7963 0.7164 -5.3976 0.00
C -3.9497 0.0236 1.8682 0.00
S -2.5056 5.2888 0.6820 0.00
H -6.0190 0.7551 5.1354 0.00
H -1.0813 7.9854 0.9482 0.00
C 2.1969 -0.1870 -5.2392 0.00
C 0.0670 -4.2663 2.0089 0.01
H -0.3337 1.1906 -3.4772 0.00
C -1.1436 -4.2010 0.0916 0.02
H 0.9269 -9.3337 1.2574 0.01
C -3.4483 -0.2700 3.1581 0.00
H -4.8580 -1.2479 -4.1048 0.00
H 2.1283 3.0013 -1.5086 0.00
H 1.9988 4.0959 1.3291 0.00
H 4.2318 2.1716 0.5473 0.00
H -5.5367 -1.3369 0.1224 0.00
C -0.0147 4.7295 0.9546 0.00
H 1.0319 -6.0622 2.5711 0.01
H 5.0005 -0.2813 -3.1967 0.00
H 0.0827 -3.7674 -4.6493 0.00
C -5.3141 -1.3274 -1.9978 0.00
H -2.3048 3.0576 5.4998 0.00
H 6.3989 0.3037 -2.2824 0.00
H -1.7638 -3.6128 -0.5805 0.00
H -5.6783 0.8488 0.8647 0.00
C -3.6631 -0.4131 -0.4459 0.00
H 1.6706 -4.4899 -3.0166 0.00
O 0.2066 -0.4990 -1.8615 0.00
H 5.1179 -1.3611 0.8252 0.00
H 1.2857 1.4406 -1.4496 0.00
C -2.8803 -0.1059 -1.5840 0.00
H -0.3073 0.9560 -5.2356 0.00
C -1.8994 3.6163 0.6954 0.00
H -6.9457 1.3122 2.8946 0.00
H -0.7640 4.9657 4.8307 0.00
C -0.0783 -6.2983 0.6874 0.10
C -0.4012 7.1440 1.0024 0.00
```


Entry 4:
C38H51AsNO2Ti | ωB97M-V/def2-TZVPD

Values from the calculation:
charge = +2
expectation value of S² = 0.76
HOMO (alpha / beta) = -11.5 / -11.6 eV
multiplicity = 2

```
94
Properties=species:S:1:pos:R:3:lowdin_spin:R:1
O 2.4680 1.0658 5.3158 0.02
H 0.3678 -1.8789 8.1255 0.00
H -0.5905 -0.4594 8.0701 0.00
C 0.7695 0.2268 -4.2748 0.00
C -0.8482 0.3696 5.5384 0.03
H -0.1416 4.6297 -3.1223 0.00
C -0.6556 1.1559 4.4179 0.03
H 1.1223 -1.7930 -5.9514 0.00
H -0.6348 2.2475 4.5547 0.00
C -1.0091 -3.4544 6.2205 0.00
C -0.0970 -4.3422 -6.2612 0.00
As -2.0273 0.7733 -3.1261 0.00
C -1.2334 -1.9792 6.5679 0.00
H 2.0196 -0.8706 6.8252 0.00
H 0.8053 0.4184 -3.1680 0.00
H -2.5975 -3.9143 -5.2728 0.00
O 2.2973 -1.6169 4.9875 0.02
H -1.4131 -1.7758 8.6952 0.00
H -1.0424 -2.7254 3.9284 0.00
H -1.8796 1.5417 1.3860 0.00
H 2.0594 3.0410 4.7048 0.00
H 2.9265 -2.4967 -1.2067 0.00
H -0.8876 3.2987 -2.1789 0.00
H -1.0407 -4.0739 7.1862 0.00
C 3.5952 0.2535 5.7467 0.01
H 4.1782 0.0678 4.8468 0.00
C -1.5663 -0.8537 -4.1958 0.00
C -1.3202 3.3514 -4.2298 0.00
H -2.8290 5.6843 -7.9480 0.00
H 0.5170 -4.6990 -5.4184 0.00
H -2.3403 -1.7646 6.7664 0.00
H 4.4926 1.4670 -1.3410 0.00
C 2.9020 -0.9920 6.1677 0.01
C -2.9125 5.7785 -6.8062 0.00
H 4.1523 0.6845 6.5908 0.00
C -0.8901 -1.6183 4.0798 0.03
H 3.5405 -1.7008 6.6427 0.00
C 2.6131 -1.2612 0.5489 -0.01
H -3.8261 -2.5310 -2.8357 0.00
C 4.0027 0.7368 -0.7081 0.00
C -3.8356 -1.9965 -3.7508 0.00
H 0.5228 1.2200 -4.7356 0.00
H -0.5502 -1.2296 2.0273 0.00
H 4.0991 -0.5636 -2.4272 0.00
C -2.0059 2.1478 -4.5787 0.00
H -4.5288 -2.5049 -4.4469 0.00
H 2.4796 -3.6572 5.4868 0.00
H 3.8806 1.8908 1.2313 0.00
H 1.9323 -1.9377 1.0777 0.00
H 3.7444 2.4292 4.4903 0.00
N 2.3096 0.1224 2.4806 -0.05
C -2.4288 4.5328 -6.1055 0.00
C -0.9171 -1.0817 5.3883 0.02
C -0.8247 1.3390 1.7551 0.00
H -0.1965 2.2906 1.7577 0.00
C -1.9271 -3.0511 -5.1785 0.00
H 2.3115 -3.2217 3.6679 0.00
C -2.9403 2.1784 -5.6391 0.00
H -1.7990 -3.8120 5.5677 0.00
C -0.4100 3.5950 -3.0849 0.00
H -0.3308 0.6660 0.9677 0.00
C -0.5946 -0.7880 3.0101 0.01
H -3.9953 5.8907 -6.6193 0.00
C -3.1090 3.3623 -6.3405 0.00
C 2.8603 2.4460 5.1478 0.01
H -4.2579 -1.0339 -3.5617 0.00
H -4.2065 1.2312 -6.9660 0.00
C -0.6554 -3.0166 -5.7399 0.00
H -2.8040 0.2073 -6.3987 0.00
H 1.7876 -0.0685 -4.6195 0.00
C 3.0813 -1.5010 -0.7368 0.00
H -4.1819 0.4932 -5.3150 0.00
Ti 1.3717 -0.0897 3.8669 0.87
C 2.8738 -0.0239 1.2721 0.00
H -0.9410 0.6981 6.5339 0.00
H -1.1144 5.4585 -4.7099 0.00
H 3.8976 -2.9419 4.5643 0.00
H -0.9089 -5.0581 -6.4379 0.00
C 2.7697 -2.9770 4.6693 0.01
C 3.7547 -0.4578 -1.3856 -0.01
H -3.8223 3.4070 -7.1192 0.00
H 0.4583 2.9577 -3.0737 0.00
C -0.6301 -1.5562 7.9182 0.00
C -2.4117 -1.9805 -4.3710 0.00
C -1.5117 4.4809 -5.0535 0.00
C 3.7211 0.9387 0.6300 -0.01
H 0.0037 -3.5915 5.7245 0.00
C -3.5926 0.9077 -6.1184 0.00
H 0.5020 -4.0992 -7.1244 0.00
C -0.7416 0.6111 3.0649 0.02
H -2.3597 6.6404 -6.4202 0.00
H 3.1982 2.8794 6.1093 0.00
C -0.2079 -0.8754 -4.6901 0.00
C 0.1350 -1.8974 -5.5300 0.00
```